{"formula": "C47H43I2KN10O4S2Se2", "method": "ωB97M-V with the def2-TZVPD basis set", "species": ["K", "Se", "Se", "C", "C", "C", "C", "C", "N", "C", "C", "C", "C", "C", "N", "H", "H", "H", "H", "H", "H", "H", "H", "I", "C", "C", "C", "I", "C", "C", "C", "C", "N", "C", "C", "O", "H", "H", "H", "H", "N", "C", "C", "C", "C", "C", "C", "S", "O", "O", "N", "C", "N", "C", "C", "C", "N", "H", "H", "H", "H", "H", "H", "H", "H", "H", "C", "C", "N", "C", "C", "C", "S", "N", "C", "O", "C", "C", "C", "C", "C", "C", "H", "H", "H", "H", "H", "H", "H", "H", "H", "H", "H", "H", "H", "H", "H", "C", "C", "C", "C", "N", "C", "C", "H", "H", "H", "H", "H", "H", "H"], "positions_angstrom": [[1.4715, 0.1331, 0.5766], [4.9232, 3.0209, -1.7539], [3.0035, 3.8931, -0.8737], [1.6022, 2.9737, -1.8654], [0.8423, 3.7065, -2.7658], [-0.1528, 3.0420, -3.4674], [-0.3411, 1.6900, -3.2466], [0.4645, 1.0527, -2.3110], [1.4167, 1.6821, -1.6286], [5.2407, 1.5641, -0.5351], [6.1686, 0.5597, -0.7919], [6.1892, -0.5244, 0.0668], [5.3689, -0.5274, 1.1932], [4.5776, 0.5844, 1.4087], [4.4998, 1.5904, 0.5423], [1.0248, 4.7650, -2.8899], [-0.7701, 3.5780, -4.1804], [-1.0968, 1.1184, -3.7666], [0.3419, -0.0077, -2.1297], [6.7721, 0.5868, -1.6886], [6.8232, -1.3733, -0.1535], [5.3561, -1.3543, 1.8915], [3.9759, 0.6989, 2.3017], [2.1504, 3.3835, 5.2388], [2.7133, 1.3524, 5.2564], [3.4655, 0.8451, 6.3016], [3.8435, -0.4789, 6.2944], [5.0048, -1.1709, 7.9327], [3.4679, -1.3431, 5.2482], [3.8093, -2.7101, 5.1520], [3.3935, -3.4527, 4.0800], [2.6235, -2.8316, 3.0827], [2.2971, -1.5649, 3.1352], [2.6915, -0.8086, 4.1737], [2.3087, 0.6098, 4.1141], [1.7040, 1.0986, 3.1365], [3.7532, 1.4922, 7.1188], [4.4091, -3.1589, 5.9339], [3.6545, -4.5000, 3.9968], [2.2795, -3.3810, 2.2112], [0.7987, -1.7553, -7.7770], [1.4070, -1.6430, -6.5149], [1.4741, -0.4090, -5.8759], [2.1217, -0.2926, -4.6556], [2.6621, -1.4085, -4.0433], [2.6500, -2.6290, -4.6979], [2.0325, -2.7451, -5.9291], [3.4630, -1.1852, -2.4496], [3.9054, 0.1858, -2.5328], [4.5290, -2.1692, -2.3854], [2.4847, -1.2774, -1.1849], [1.5229, -2.2069, -1.1656], [0.7348, -2.2340, -0.0670], [-0.3117, -3.0362, -0.1040], [-0.5845, -3.8947, -1.1607], [0.3394, -3.8717, -2.1895], [1.3825, -3.0605, -2.2096], [0.0994, -1.0499, -7.9452], [0.4499, -2.6780, -7.9817], [1.0218, 0.4629, -6.3367], [2.2390, 0.6666, -4.1742], [3.1246, -3.4762, -4.2226], [2.0228, -3.6968, -6.4512], [-0.9600, -2.9984, 0.7687], [-1.4586, -4.5281, -1.1802], [0.2482, -4.5319, -3.0513], [-6.5071, -0.7869, 0.3120], [-5.6818, 0.3517, -0.2879], [-4.7849, -0.1242, -1.3232], [-5.2734, -0.0634, -2.6834], [-4.9758, 1.2884, -3.3324], [-3.5086, -0.5535, -0.9949], [-2.4771, -1.1258, -2.2099], [-3.2898, -0.5271, 0.3178], [-2.1068, -0.3705, 0.9482], [-1.0453, 0.0748, 0.5038], [-2.2170, -0.6764, 2.4344], [-1.0918, -0.5661, 3.2470], [-1.1826, -0.7925, 4.6122], [-2.3982, -1.1379, 5.1844], [-3.5242, -1.2594, 4.3802], [-3.4354, -1.0265, 3.0162], [-7.1341, -0.4296, 1.1331], [-5.8261, -1.5484, 0.6930], [-7.1452, -1.2483, -0.4454], [-5.0894, 0.8219, 0.4952], [-6.3428, 1.1059, -0.7269], [-6.3508, -0.2636, -2.6798], [-4.7727, -0.8445, -3.2511], [-5.4377, 2.1047, -2.7708], [-5.3397, 1.3195, -4.3626], [-3.8946, 1.4351, -3.3344], [-0.1482, -0.2914, 2.8045], [-0.3000, -0.6883, 5.2335], [-2.4713, -1.3086, 6.2526], [-4.4771, -1.5283, 4.8234], [-4.3043, -1.1061, 2.3784], [-4.0473, 4.1430, 2.5747], [-2.9565, 3.6637, 1.6556], [-3.1989, 3.4336, 0.3061], [-2.1436, 3.0503, -0.5102], [-0.9041, 2.8934, -0.0674], [-0.6790, 3.0655, 1.2293], [-1.6636, 3.4566, 2.1235], [-4.9701, 4.3216, 2.0223], [-3.7495, 5.0758, 3.0572], [-4.2466, 3.4070, 3.3559], [-4.1947, 3.5496, -0.1065], [-2.2988, 2.8617, -1.5675], [0.3385, 2.8833, 1.5658], [-1.4218, 3.5894, 3.1715]], "forces_ev_per_a": [[0.132, 1.023, 1.200], [0.354, 0.079, -0.416], [-0.456, 0.215, 0.071], [0.240, -0.200, -0.111], [0.060, 0.008, 0.086], [-0.034, -0.027, -0.003], [0.000, 0.033, -0.009], [0.024, 0.217, -0.043], [0.084, 0.368, -0.261], [-0.045, -0.027, 0.327], [-0.098, 0.031, -0.177], [0.010, 0.084, 0.084], [0.204, 0.075, -0.090], [0.091, -0.086, 0.134], [-0.194, 0.031, 0.395], [0.036, -0.014, -0.085], [-0.002, 0.000, 0.007], [-0.057, -0.025, 0.016], [-0.115, 0.001, 0.136], [-0.021, -0.082, -0.030], [0.014, 0.003, -0.010], [-0.010, -0.007, -0.034], [-0.056, -0.116, -0.054], [0.104, -0.249, 0.080], [-0.260, 0.461, -0.290], [0.023, -0.272, 0.002], [0.273, 0.081, 0.599], [-0.181, 0.087, -0.259], [-0.171, 0.020, -0.354], [0.002, -0.068, -0.022], [0.027, 0.060, 0.121], [-0.010, 0.028, -0.057], [-0.087, 0.024, -0.307], [0.238, -0.142, 0.233], [-0.030, 0.231, 0.159], [0.000, -0.073, 0.044], [0.007, 0.000, 0.002], [-0.008, -0.008, 0.003], [-0.007, -0.004, -0.017], [-0.005, 0.004, 0.011], [0.068, 0.002, -0.102], [0.113, 0.151, 0.061], [-0.015, -0.094, -0.088], [0.035, -0.039, 0.035], [0.024, 0.062, 0.214], [-0.024, -0.037, -0.032], [0.016, -0.048, -0.048], [0.690, 0.036, -0.043], [0.024, 0.269, 0.018], [-0.268, -0.320, -0.065], [0.537, -0.252, -1.233], [0.003, -0.865, -0.310], [-0.135, -0.399, -0.161], [-0.010, -0.148, 0.102], [0.064, -0.073, 0.054], [0.034, 0.043, 0.034], [-0.259, -0.197, 0.272], [-0.070, -0.032, 0.006], [-0.065, -0.004, 0.040], [0.020, 0.010, -0.006], [-0.097, 0.043, 0.010], [-0.057, -0.013, -0.006], [0.006, -0.012, 0.027], [-0.022, -0.025, -0.033], [-0.015, 0.037, 0.013], [-0.063, -0.017, 0.036], [0.095, 0.055, -0.039], [-0.061, -0.090, 0.109], [0.112, 0.034, 0.024], [0.193, 0.071, -0.040], [-0.015, -0.106, 0.083], [-0.188, 0.231, 0.055], [0.132, 0.011, -0.187], [0.169, -0.078, 0.119], [-0.232, 0.163, -0.191], [-0.671, -0.257, 0.133], [0.018, 0.000, 0.076], [-0.115, -0.038, -0.205], [0.047, 0.001, 0.081], [0.016, 0.000, 0.000], [-0.057, -0.005, 0.029], [0.070, -0.014, -0.005], [-0.029, -0.011, -0.019], [-0.019, 0.013, 0.020], [-0.032, 0.005, 0.008], [-0.053, 0.055, -0.023], [0.012, 0.026, -0.005], [0.019, -0.002, 0.037], [-0.046, -0.072, -0.024], [-0.006, 0.014, -0.029], [-0.008, 0.027, 0.002], [-0.002, 0.021, -0.032], [0.126, 0.061, 0.051], [0.020, -0.004, -0.039], [0.015, -0.002, -0.001], [-0.005, 0.000, -0.022], [-0.010, 0.012, 0.000], [0.053, -0.081, -0.029], [-0.025, 0.066, -0.041], [0.076, -0.036, 0.057], [-0.065, 0.035, 0.139], [-0.001, 0.044, -0.235], [0.047, 0.051, 0.059], [-0.049, -0.061, -0.002], [-0.022, -0.015, 0.022], [-0.034, -0.013, 0.049], [-0.010, 0.018, 0.013], [-0.008, 0.004, -0.001], [-0.047, -0.004, 0.003], [-0.043, 0.042, 0.126], [0.026, -0.014, -0.003]], "mulliken_charge": [1.382, -0.167, -0.070, -0.433, -0.824, -0.817, -0.777, 0.315, 1.126, 0.419, -0.565, -0.419, -0.341, -0.828, -0.225, 0.453, 0.334, 0.628, -0.083, 0.323, 0.320, 0.394, 0.977, -0.066, -0.518, -0.351, -0.029, -0.090, 0.905, -0.981, -1.005, -0.440, 0.901, -0.135, -0.242, -0.290, 0.388, 0.136, 0.443, 0.340, -0.637, 1.120, -0.833, -0.354, -0.578, -0.324, -0.832, 1.272, -0.544, -0.879, 0.146, -0.464, 0.315, -0.144, -1.153, -0.229, -0.325, 0.229, 0.214, 0.272, 0.594, 0.438, 0.275, 0.469, 0.405, 0.357, -1.424, -0.301, 0.326, -1.076, -0.560, 0.109, -0.395, 0.303, -1.777, 0.555, 0.412, 0.270, -0.844, -0.583, -0.686, -0.302, 0.369, 0.220, 0.418, 0.113, 0.498, 0.395, 0.476, 0.260, 0.441, -0.161, 0.440, 0.512, 0.384, 0.396, 0.305, -1.657, 1.343, -0.695, -0.302, 0.380, -0.425, -0.926, 0.339, 0.420, 0.315, 0.252, 0.012, 0.502, 0.455], "e_tot_ev": -257422.7522, "homo_energy_ev": -2.6695, "charge": -2}